# 1
Formula: C23H30IN4O6
Source: the Open Molecules 2025 dataset
Level of theory: ωB97M-V/def2-TZVPD

Element x y z (Å)
C 7.11 0.63 1.97
C 6.05 0.42 2.48
C 4.71 0.10 3.01
C 3.68 0.26 1.83
C 2.50 1.16 2.25
N 1.67 1.67 1.10
C 0.42 0.86 0.85
C -0.63 0.85 1.99
N -1.58 -0.25 1.75
C 1.14 3.01 1.61
C 2.14 4.16 1.26
O 3.22 4.26 1.71
I 1.47 5.70 -0.12
O 2.42 2.04 -0.02
C 2.48 1.08 -1.08
C 1.49 1.38 -2.25
H 7.88 0.82 1.25
H 4.45 0.80 3.81
H 4.68 -0.93 3.37
H 3.31 -0.72 1.51
H 4.23 0.66 0.98
H 2.93 2.01 2.79
H 1.90 0.61 2.98
H -0.10 1.24 -0.04
H 0.73 -0.18 0.67
H -0.23 0.69 2.99
H -1.24 1.76 2.00
H -1.64 -0.47 0.76
H -1.30 -1.05 2.30
H 0.22 3.28 1.09
H 0.97 2.99 2.68
H 3.48 1.20 -1.52
H 2.46 0.03 -0.78
H 2.02 1.52 -3.19
H 0.85 2.23 -2.00
H 0.91 0.46 -2.36
C -3.91 -6.08 0.71
C -2.98 -5.10 0.40
C -2.15 -4.59 1.38
C -2.26 -5.07 2.67
C -3.19 -6.05 3.00
C -4.02 -6.55 2.02
N -1.36 -4.55 3.72
O -0.57 -3.68 3.41
O -1.46 -5.02 4.83
H -4.56 -6.48 -0.06
H -2.90 -4.73 -0.62
H -1.43 -3.83 1.13
H -3.27 -6.42 4.02
H -4.74 -7.31 2.26
C -2.30 2.48 -6.61
C -1.73 1.38 -5.96
C -1.93 1.20 -4.61
C -2.69 2.12 -3.90
C -3.25 3.22 -4.53
C -3.05 3.40 -5.89
N -2.93 1.92 -2.47
O -2.40 0.95 -1.93
O -3.62 2.72 -1.89
H -2.15 2.61 -7.67
H -1.14 0.67 -6.52
H -1.49 0.35 -4.11
H -3.85 3.93 -3.98
H -3.49 4.25 -6.39

- HOMO level: -12.0 eV
- Charge: +1
- E: -50666.919 eV
- Orbital gap: 9.16 eV


# 2
Formula: C41H114N5O17
Source: the Open Molecules 2025 dataset
Level of theory: ωB97M-V/def2-TZVPD

Element x y z (Å)
C -4.06 1.62 -5.01
C -2.54 1.03 -4.87
C -2.62 -0.54 -5.20
C -1.61 -1.46 -4.37
C -0.34 -0.71 -3.77
C 0.64 -0.03 -4.84
C 0.84 -0.88 -6.20
C 2.42 -0.99 -6.49
C 3.09 -2.40 -6.15
C 2.61 -3.07 -4.78
C 3.49 -2.62 -3.49
C 3.20 -3.57 -2.23
C 2.15 -2.92 -1.16
C 0.76 -3.69 -1.36
C -0.41 -3.26 -0.34
C -0.18 -1.87 0.42
C 0.44 -2.15 1.87
C -0.19 -1.14 2.95
C 0.96 -0.34 3.82
C 0.62 1.21 3.66
C 1.51 2.18 4.53
N 1.12 2.75 5.81
C 2.28 3.56 6.07
N 2.46 4.36 7.13
C 1.52 4.55 8.27
C 0.01 4.87 7.87
C -0.18 5.73 6.56
N 0.71 6.79 6.09
O -1.22 5.51 5.88
N 3.30 3.46 5.07
N 2.83 2.59 4.12
H -4.60 1.60 -4.00
H -4.63 0.90 -5.69
H -4.08 2.65 -5.50
H -1.92 1.54 -5.67
H -2.22 1.27 -3.81
H -2.53 -0.65 -6.34
H -3.68 -0.89 -4.93
H -1.36 -2.37 -5.03
H -2.20 -1.88 -3.47
H -0.62 0.09 -3.01
H 0.27 -1.49 -3.19
H 0.32 1.05 -5.08
H 1.67 0.04 -4.34
H 0.28 -0.34 -7.03
H 0.44 -1.95 -6.13
H 2.54 -0.85 -7.63
H 2.98 -0.11 -6.03
H 2.96 -3.13 -7.02
H 4.22 -2.21 -6.07
H 2.79 -4.20 -4.88
H 1.51 -2.95 -4.54
H 4.58 -2.78 -3.81
H 3.33 -1.51 -3.29
H 4.20 -3.75 -1.71
H 2.84 -4.57 -2.63
H 1.99 -1.85 -1.53
H 2.54 -2.98 -0.09
H 0.98 -4.80 -1.15
H 0.36 -3.66 -2.43
H -0.67 -4.10 0.40
H -1.36 -3.13 -0.98
H -1.23 -1.43 0.61
H 0.38 -1.09 -0.19
H 0.15 -3.21 2.21
H 1.59 -2.12 1.89
H -0.82 -0.35 2.40
H -0.88 -1.63 3.70
H 0.83 -0.61 4.91
H 1.99 -0.63 3.43
H -0.47 1.46 3.90
H 0.76 1.47 2.54
H 3.36 4.86 7.18
H 1.90 5.47 8.85
H 1.58 3.65 8.97
H -0.43 5.49 8.74
H -0.56 3.89 7.87
H 1.57 6.29 5.77
H 0.29 7.13 5.20
H 4.22 3.93 5.07
H 3.31 2.28 3.26
C 4.40 7.91 7.09
O 4.44 7.04 5.96
H 5.41 8.07 7.45
H 3.95 8.86 6.81
H 3.81 7.44 7.89
H 3.53 6.92 5.67
C -2.36 -4.60 -7.42
O -1.89 -4.52 -6.08
H -1.77 -3.91 -8.04
H -2.23 -5.62 -7.80
H -3.41 -4.31 -7.47
H -2.43 -5.13 -5.56
C 4.51 -3.90 -9.54
O 3.52 -2.89 -9.45
H 4.93 -4.08 -8.55
H 4.06 -4.82 -9.91
H 5.31 -3.57 -10.21
H 3.17 -2.76 -10.33
C 4.10 1.90 9.91
O 4.28 2.91 10.89
H 4.57 0.98 10.26
H 3.03 1.72 9.75
H 4.57 2.21 8.97
H 3.86 3.71 10.56
C -1.20 -2.07 6.57
O -1.32 -0.83 5.88
H -0.64 -2.76 5.94
H -0.66 -1.92 7.50
H -2.19 -2.48 6.77
H -1.82 -0.23 6.45
C -3.45 0.46 3.62
O -3.34 -0.23 2.38
H -2.47 0.51 4.08
H -3.82 1.47 3.44
H -4.14 -0.08 4.27
H -4.22 -0.26 1.99
C -5.17 -6.00 -3.55
O -3.77 -5.84 -3.74
H -5.67 -5.81 -4.50
H -5.39 -7.03 -3.23
H -5.53 -5.30 -2.80
H -3.35 -6.02 -2.89
C -6.62 2.37 3.09
O -6.35 1.00 2.81
H -5.68 2.90 3.18
H -7.21 2.80 2.28
H -7.17 2.45 4.04
H -7.20 0.55 2.74
C -0.78 9.88 4.24
O -0.51 8.52 3.95
H 0.16 10.42 4.35
H -1.36 10.32 3.42
H -1.35 9.95 5.17
H -1.36 8.07 3.86
C 0.62 -6.85 -5.08
O 0.80 -5.85 -4.09
H 1.08 -7.78 -4.74
H -0.44 -7.02 -5.24
H 1.10 -6.53 -6.01
H 0.38 -5.05 -4.42
C 4.78 -5.30 -13.11
O 3.78 -4.29 -13.02
H 5.19 -5.48 -12.12
H 4.33 -6.23 -13.49
H 5.57 -4.98 -13.79
H 3.43 -4.16 -13.91
C -6.84 -0.07 6.43
O -5.92 -0.31 5.37
H -6.77 -0.89 7.14
H -6.59 0.87 6.93
H -7.86 -0.02 6.03
H -6.00 0.43 4.75
C -1.24 -9.66 -7.59
O -0.78 -9.58 -6.25
H -0.66 -8.97 -8.20
H -1.10 -10.68 -7.96
H -2.29 -9.39 -7.64
H -1.31 -10.19 -5.73
C 3.50 -2.72 5.26
O 3.70 -1.70 6.23
H 3.97 -3.64 5.61
H 2.43 -2.88 5.12
H 3.96 -2.42 4.31
H 3.28 -0.90 5.89
C -0.35 3.84 0.73
O -0.08 2.47 0.45
H 0.60 4.37 0.81
H -0.93 4.27 -0.08
H -0.89 3.92 1.67
H -0.93 2.02 0.38
C -2.23 13.34 2.77
O -1.27 13.38 3.82
H -3.11 12.80 3.12
H -2.52 14.36 2.50
H -1.81 12.82 1.91
H -0.50 13.86 3.49

- HOMO level: -10.7 eV
- Charge: +1
- E: -86605.719 eV
- Orbital gap: 7.95 eV


# 3
Formula: C32H47N2O2P2Zn
Source: the Open Molecules 2025 dataset
Level of theory: ωB97M-V/def2-TZVPD

Element x y z (Å)
C -1.62 -1.60 -2.38
C 0.57 -2.35 -1.88
C -1.78 -2.60 -3.34
C 0.37 -3.49 -2.71
C -0.80 -3.59 -3.45
H -2.67 -2.58 -3.98
H 1.16 -4.23 -2.74
H -0.95 -4.44 -4.12
N -0.54 -1.59 -1.58
P -2.52 0.03 -0.34
P 2.31 -0.63 -0.35
C -2.61 -0.46 -2.13
H -2.29 0.41 -2.73
H -3.61 -0.74 -2.47
C 0.41 1.50 1.57
O 1.00 2.54 1.58
C 1.84 -1.94 -1.41
H 2.64 -2.69 -1.53
C 3.67 0.05 -1.60
C 3.18 -1.29 1.27
C -3.31 1.74 -0.29
C -3.53 -1.35 0.47
C 3.72 1.55 -1.31
H 4.15 1.75 -0.31
H 4.35 2.05 -2.06
H 2.73 2.01 -1.33
C 5.03 -0.62 -1.44
H 5.52 -0.43 -0.47
H 4.97 -1.70 -1.61
H 5.70 -0.22 -2.22
C 3.25 -0.26 -3.04
H 3.94 0.25 -3.74
H 3.30 -1.34 -3.25
H 2.24 0.07 -3.29
C 3.88 -0.06 1.87
H 3.18 0.78 2.00
H 4.26 -0.31 2.87
H 4.72 0.29 1.27
C 2.12 -1.80 2.26
H 1.41 -1.02 2.56
H 1.56 -2.65 1.85
H 2.65 -2.15 3.16
C 4.15 -2.45 1.04
H 5.00 -2.20 0.40
H 4.55 -2.73 2.02
H 3.63 -3.32 0.62
C -4.06 -0.88 1.84
H -4.54 -1.74 2.32
H -3.24 -0.55 2.49
H -4.81 -0.09 1.75
C -2.61 -2.56 0.69
H -2.24 -2.97 -0.25
H -1.75 -2.31 1.34
H -3.20 -3.35 1.19
C -4.70 -1.78 -0.42
H -5.31 -2.50 0.15
H -5.35 -0.95 -0.72
H -4.36 -2.30 -1.33
C -2.56 2.70 -1.24
H -2.64 2.39 -2.29
H -3.03 3.69 -1.15
H -1.50 2.80 -0.99
C -3.19 2.30 1.14
H -2.14 2.41 1.45
H -3.66 3.29 1.16
H -3.70 1.67 1.88
C -4.77 1.63 -0.72
H -4.87 1.20 -1.72
H -5.38 1.06 -0.01
H -5.18 2.65 -0.75
Zn -0.21 -0.17 -0.13
N 0.39 1.05 -1.55
C 0.68 1.40 -2.64
C 0.72 2.22 -3.81
C 0.48 3.60 -3.68
C 0.94 1.69 -5.09
C 0.55 4.44 -4.79
H 0.23 4.01 -2.69
C 1.02 2.54 -6.20
H 1.02 0.60 -5.22
C 0.83 3.91 -6.05
H 0.38 5.51 -4.67
H 1.23 2.12 -7.18
H 0.90 4.57 -6.91
O -0.93 0.00 2.90
C -0.35 0.50 1.93

- HOMO level (alpha / beta): -9.1 / -9.2 eV
- Charge: +1
- E: -108007.787 eV
- Orbital gap (alpha / beta): 3.62 / 4.67 eV


# 4
Formula: C36H37NP2Sn
Source: the Open Molecules 2025 dataset
Level of theory: ωB97M-V/def2-TZVPD

Element x y z (Å)
Sn -0.33 2.27 -1.47
C -2.01 1.70 -2.80
C -1.60 0.50 -2.14
C -1.01 -0.66 -2.94
C 0.33 -0.30 -3.57
C 0.99 0.80 -2.79
C 0.98 2.13 -3.25
C -0.01 2.72 -4.23
C -1.46 2.14 -4.15
C 1.38 0.77 2.58
H -2.95 2.17 -2.49
H -2.15 0.14 -1.26
H -1.68 -0.96 -3.74
H -0.88 -1.50 -2.24
H 0.93 -1.23 -3.52
H 0.26 -0.07 -4.65
H 1.88 0.46 -2.27
H 1.89 2.69 -3.09
H 0.37 2.74 -5.25
H -0.06 3.77 -3.92
H -2.11 3.01 -4.43
H -1.55 1.32 -4.89
H 1.22 1.81 2.33
H 1.78 0.74 3.58
H 0.42 0.23 2.56
P -1.80 -1.11 1.64
P 2.33 0.09 1.26
C -0.29 -1.21 0.60
C 1.04 -0.84 0.38
C -2.79 -2.62 1.56
C -2.89 -3.43 0.41
C -3.70 -4.58 0.43
C -4.39 -4.90 1.60
C -4.33 -4.09 2.74
C -3.50 -2.98 2.71
C -3.02 0.17 1.13
C -2.63 1.52 1.13
C -3.51 2.53 0.71
C -4.83 2.21 0.40
C -5.25 0.88 0.43
C -4.34 -0.14 0.74
C 3.57 -1.05 1.76
C 3.19 -2.28 2.31
C 4.18 -3.20 2.63
C 5.55 -2.86 2.45
C 5.90 -1.62 1.89
C 4.92 -0.70 1.56
C 3.16 1.53 0.51
C 3.34 2.68 1.31
C 3.60 3.90 0.71
C 3.83 3.96 -0.67
C 3.92 2.79 -1.44
C 3.60 1.56 -0.83
H -0.56 -2.02 -0.08
H 1.49 -1.38 -0.48
H -2.34 -3.17 -0.50
H -3.80 -5.20 -0.46
H -5.04 -5.77 1.61
H -4.92 -4.32 3.63
H -3.41 -2.36 3.61
H -1.61 1.77 1.44
H -3.15 3.54 0.62
H -5.52 2.99 0.11
H -6.29 0.63 0.24
H -4.66 -1.17 0.78
H 2.13 -2.52 2.43
H 3.93 -4.19 3.01
H 6.33 -3.57 2.72
H 6.95 -1.38 1.69
H 5.16 0.26 1.11
H 3.25 2.58 2.39
H 3.59 4.81 1.31
H 3.94 4.92 -1.17
H 4.23 2.82 -2.48
H 3.63 0.63 -1.40
N -1.29 -0.67 4.49
C -1.52 -0.82 3.35

- HOMO level: -4.3 eV
- Charge: 0
- Relative energy (zero: lowest compared OMol25 entry of this formula, charge and spin): 0.0000 eV
- E: -63822.578 eV
- Orbital gap: 4.81 eV


F_max: 3.1, 6.4, 4.8, 5.8 (eV/A)